DFT (wB97M-V/def2-TZVPD) results for C2H7NO2Si as an isolated structure in a non-equilibrium geometry.

Cartesian coordinates (Å):
Si  -2.02408  -0.53643  0.17615
O  0.01752  1.98119  -0.53768
O  -1.40711  0.37224  -1.03625
N  -0.14552  0.81261  -0.54390
C  0.69720  -0.10179  -0.23965
C  2.07088  0.13392  0.17682
H  -3.36082  -0.01475  0.05334
H  2.17672  1.17442  0.15174
H  -1.65619  -0.12367  1.54195
H  2.22730  -0.05176  1.24189
H  0.57824  -1.16679  -0.36351
H  2.79031  -0.53656  -0.37030
H  -1.96444  -1.94263  -0.25059

The calculation puts the orbital gap at 9.89 eV. For the total energy, the calculation gives -15646.138 eV. The HOMO energy is -0.3341 hartree. As for the energy relative to the best compared isomer or geometry (same formula, charge and spin): 5.745 eV.



DFT (wB97M-V/def2-TZVPD) results for a 2-piece molecular cluster, C2H7NO3 overall in a non-equilibrium geometry.

Cartesian coordinates (Å):
O  -0.84477  -2.35230  1.14183
O  -1.01572  1.25242  1.56248
O  -1.55820  -4.30558  2.99215
N  0.00000  0.00000  0.00000
C  -1.01954  -1.13799  1.86905
C  -0.70922  0.14160  1.10368
H  0.36692  0.84243  -0.44967
H  0.49281  -0.89058  -0.10267
H  -2.07014  -1.08562  2.21394
H  -1.32858  -4.30394  3.94898
H  -1.61400  -5.25822  2.75209
H  -1.15237  -3.05964  1.74635
H  -0.36941  -1.10683  2.76449

The calculation puts the orbital gap at 9.69 eV. For the total energy, the calculation gives -9820.344 eV. The HOMO energy is -0.3479 hartree. As for the energy relative to the best compared isomer or geometry (same formula, charge and spin): 0.617 eV.



DFT (wB97M-V/def2-TZVPD) results for a 2-piece molecular cluster, C2H7NO3 overall in a non-equilibrium geometry.

Cartesian coordinates (Å):
O  0.15616  -0.66131  -3.13730
O  -0.48032  0.62242  0.14515
O  0.04529  -0.88465  4.68700
N  0.86405  1.08861  -2.04564
C  0.23729  -0.03580  -2.04750
C  -0.34328  -0.49202  -0.72047
H  -1.27466  -1.08296  -0.81417
H  -0.90948  1.37502  -0.31289
H  1.20393  1.45362  -2.93883
H  -0.69472  -1.53218  4.72366
H  0.38182  -1.09611  -0.14190
H  -0.05872  -0.43815  3.81631
H  0.87264  1.68350  -1.21343

The calculation puts the orbital gap at 10.19 eV. For the total energy, the calculation gives -9819.851 eV. The HOMO energy is -0.3605 hartree. As for the energy relative to the best compared isomer or geometry (same formula, charge and spin): 1.109 eV.



DFT (wB97M-V/def2-TZVPD) results for C2H7NO3 as an isolated structure in a non-equilibrium geometry.

Cartesian coordinates (Å):
O  1.60786  0.27800  0.18924
O  0.25350  -0.49181  0.78455
O  -1.73160  -1.26052  0.21600
N  2.56785  -0.57461  -0.11676
C  -1.15579  1.24875  -0.14907
C  -0.63908  -0.17386  -0.18318
H  -0.34074  -0.49420  -1.19171
H  2.36632  -1.17843  -0.91172
H  -0.38862  1.91957  -0.53092
H  -2.04333  1.32442  -0.77389
H  -1.40521  1.53213  0.87161
H  -2.03351  -1.05249  1.11069
H  2.94236  -1.07694  0.68514

The calculation puts the orbital gap at 10.16 eV. For the total energy, the calculation gives -9815.204 eV. The HOMO energy is -0.3621 hartree. As for the energy relative to the best compared isomer or geometry (same formula, charge and spin): 5.757 eV.



DFT (wB97M-V/def2-TZVPD) results for a 2-piece molecular cluster, C2H7NO3 overall in a non-equilibrium geometry.

Cartesian coordinates (Å):
O  0.06744  0.84190  0.51770
O  -1.06256  -1.09964  0.46444
O  -0.99084  0.22257  3.11656
N  -0.05824  -0.27932  -1.41512
C  -0.40788  -0.26881  -0.08563
C  1.18032  0.22972  -1.99813
H  -0.64800  -0.70878  -2.09238
H  -1.75260  -0.12621  3.58944
H  1.74891  -0.63627  -2.36178
H  -0.39929  0.84542  1.36080
H  0.98123  0.82826  -2.88225
H  1.78946  0.72537  -1.25081
H  -0.44793  -0.57420  3.03717

The calculation puts the orbital gap at 10.16 eV. For the total energy, the calculation gives -9820.602 eV. The HOMO energy is -0.3462 hartree. As for the energy relative to the best compared isomer or geometry (same formula, charge and spin): 0.359 eV.



DFT (wB97M-V/def2-TZVPD) results for a 2-piece molecular cluster, C2H7NO3 overall in a non-equilibrium geometry.

Cartesian coordinates (Å):
O  -1.15144  -2.98130  -0.87735
O  -1.95375  -2.65175  -2.87160
O  5.28634  4.10327  2.61921
N  -2.00626  -0.81488  -1.46433
C  -1.64721  -2.10852  -1.78396
C  -1.75928  -0.36886  -0.11295
H  5.93006  3.50738  2.79445
H  -2.18495  -0.11484  -2.10872
H  -2.12294  -1.17597  0.71905
H  -2.14992  0.67992  0.06508
H  -0.71101  -0.09892  0.12096
H  -0.47581  -2.73336  -0.23290
H  4.94616  4.75783  3.13305

The calculation puts the orbital gap at 10.29 eV. For the total energy, the calculation gives -9818.976 eV. The HOMO energy is -0.3602 hartree. As for the energy relative to the best compared isomer or geometry (same formula, charge and spin): 1.985 eV.



DFT (wB97M-V/def2-TZVPD) results for a 2-piece molecular cluster, C2H7NO3 overall in a non-equilibrium geometry.

Cartesian coordinates (Å):
O  -1.71548  1.24270  0.39562
O  -1.09240  1.28338  -0.91413
O  0.96588  0.09654  -0.59188
N  -0.86623  -1.59171  -0.13338
C  -0.25922  -0.89560  -0.96232
C  1.52239  -0.02418  0.71969
H  -0.19977  -0.99787  -2.04040
H  0.83059  -0.21424  1.54393
H  -2.64640  1.19402  0.12726
H  -0.87102  -1.25293  0.82519
H  2.26786  -0.82238  0.71726
H  2.00860  0.91980  0.97400
H  0.05519  1.06247  -0.66086

The calculation puts the orbital gap at 10.01 eV. For the total energy, the calculation gives -9814.806 eV. The HOMO energy is -0.3362 hartree. As for the energy relative to the best compared isomer or geometry (same formula, charge and spin): 6.155 eV.



DFT (wB97M-V/def2-TZVPD) results for a 2-piece molecular cluster, C2H7NO3 overall in a non-equilibrium geometry.

Cartesian coordinates (Å):
O  -0.14287  -0.51922  0.77686
O  2.03075  -1.12817  0.76291
O  -0.93531  2.14110  2.77078
N  0.88135  -0.96440  -1.20241
C  -0.25295  -0.48331  -1.91088
C  0.96749  -1.05733  0.23633
H  -1.15845  -0.89111  -1.46668
H  -0.25909  0.60334  -1.92572
H  -0.21901  -0.92212  -2.91097
H  -0.57756  2.98459  2.47369
H  -1.81558  2.06458  2.38964
H  -0.33375  -0.99344  1.60889
H  1.81497  -0.83451  -1.60245

The calculation puts the orbital gap (alpha / beta) at 10.18 / 5.02 eV. As for the charge: +1. For the total energy, the calculation gives -9810.555 eV. The HOMO energy (alpha / beta) is -0.5311 / -0.5311 hartree. As for the energy relative to the best compared isomer or geometry (same formula, charge and spin): 0.862 eV. Its spin multiplicity is 2.



DFT (wB97M-V/def2-TZVPD) results for C2H7NO3P as an isolated structure in a non-equilibrium geometry.

Cartesian coordinates (Å):
P  -1.55369  -0.01313  0.12246
O  -1.27038  1.44684  0.24712
O  -2.70647  -0.61601  0.82431
O  1.60987  -0.40927  0.18809
N  -1.62091  -0.50955  -1.55194
C  0.43458  -0.98596  0.78397
C  1.67907  1.06873  0.20720
H  2.24932  1.47357  -0.72866
H  -1.98437  -1.43052  -1.84487
H  0.61584  1.38709  0.38035
H  -0.76422  -0.15971  -1.77648
H  0.62353  -2.06655  0.41251
H  0.28486  -0.73687  1.83430
H  2.40297  1.55134  0.90165

The calculation puts the orbital gap at 7.68 eV. As for the charge: -1. For the total energy, the calculation gives -19110.085 eV. The HOMO energy is -0.1362 hartree. As for the energy relative to the best compared isomer or geometry (same formula, charge and spin): 2.634 eV.



DFT (wB97M-V/def2-TZVPD) results for a 2-piece molecular cluster, C2H7NO3P overall in a non-equilibrium geometry.

Cartesian coordinates (Å):
P  1.97973  0.47945  0.31510
O  2.03347  1.01968  -1.22130
O  3.44543  0.16171  0.85532
O  2.66787  -0.99175  0.27015
N  -1.75715  -0.71279  -1.06121
C  -1.04227  0.45115  0.98657
C  -1.67540  -0.53838  0.20965
H  -0.61016  1.31796  0.32851
H  -2.35261  -1.49292  -1.44681
H  -1.76924  0.83318  1.77741
H  -0.36596  -0.08957  1.62781
H  -1.42144  -0.02965  -1.76564
H  2.85777  0.99037  -1.74307
H  -1.99003  -1.39845  0.86751

The calculation puts the orbital gap (alpha / beta) at 4.53 / 6.33 eV. As for the charge: +1. For the total energy, the calculation gives -19094.395 eV. The HOMO energy (alpha / beta) is -0.3538 / -0.5113 hartree. Its spin multiplicity is 3.